[1]
An isolated molecule of C5H3NO2 in a non-equilibrium geometry, computed with wB97M-V/def2-TZVPD.

The SMILES is O=C1Cc2nocc21. The total energy is -397.44598 a.u. For the LUMO energy, the calculation gives -0.00897 Ha. The HOMO energy is -10.507 eV. For the orbital gap, the calculation gives 0.3771 Eh. The charge is 0.

```
11
Properties=species:S:1:pos:R:3:forces:R:3
C -1.093768 0.297965 0.867172 -0.6 -0.1 0.1
C -1.054641 -1.116461 0.168593 0.6 0.2 -0.3
C 0.232510 -0.581384 -0.462797 0.8 -0.9 -0.2
C 1.313188 1.276868 -0.261839 0.0 -0.4 -0.5
C 0.199045 0.640112 0.215159 1.3 1.0 -0.9
H -1.836857 -1.383792 -0.531836 -0.3 0.1 0.1
H -0.860510 -1.899303 0.886865 -0.2 -0.4 0.2
H 1.702712 2.268623 -0.130186 0.3 0.0 0.0
N 1.278082 -0.785663 -1.216780 -0.7 0.3 0.0
O -1.863121 0.823803 1.607720 0.2 0.0 -0.1
O 1.983361 0.459232 -1.142068 -1.6 0.4 1.6
```
Forces are in eV/Å.

Charges obtained by Mulliken population analysis, quoted in units of e: 0.228 -0.342 0.352 -0.441 0.404 0.282 0.227 0.439 -0.490 -0.528 -0.130

---

[2]
An isolated molecule of C5H3NO2 in a non-equilibrium geometry, computed with wB97M-V/def2-TZVPD.

The SMILES is N#Cc1occc1O. The total energy is -397.47586 a.u. For the LUMO energy, the calculation gives 0.01069 Ha. The HOMO energy is -8.953 eV. For the orbital gap, the calculation gives 0.3397 Eh. The charge is 0.

```
11
Properties=species:S:1:pos:R:3:forces:R:3
C 0.608641 -0.169884 -0.342083 -0.3 3.8 1.4
C -0.271436 -0.955070 -1.051192 1.5 -3.3 -2.3
C -1.500962 -0.769164 -0.485915 -1.4 -2.4 -1.1
C -0.164503 0.539613 0.620231 -0.7 -1.9 -1.7
C 0.090354 1.396942 1.664194 4.6 3.1 5.5
H 2.390831 0.810669 -0.247546 -2.2 -2.3 -1.6
H 0.289881 -1.724205 -1.810137 -2.4 2.0 1.7
H -2.488393 -1.279048 -0.580395 1.2 0.5 -0.4
N 0.701486 1.951792 2.562480 -3.5 -2.4 -4.6
O 1.830489 0.126536 -0.829673 2.1 1.5 2.1
O -1.486389 0.071821 0.500036 1.3 1.5 1.0
```
Forces are in eV/Å.

Charges obtained by Mulliken population analysis, quoted in units of e: 0.849 -0.478 -0.177 0.097 0.069 0.366 0.254 0.378 -0.495 -0.551 -0.312

---

[3]
An isolated molecule of C5H3NO2 in a non-equilibrium geometry, computed with wB97M-V/def2-TZVPD.

The SMILES is C#C[C@@](O)(C#N)C=O. The total energy is -397.41373 a.u. For the LUMO energy, the calculation gives -0.00042 Ha. The HOMO energy is -10.231 eV. For the orbital gap, the calculation gives 0.3756 Eh. The charge is 0.

```
11
Properties=species:S:1:pos:R:3:forces:R:3
C -0.241313 0.025095 0.343547 -0.3 -1.9 -0.7
C -1.338081 -0.669439 -0.598796 1.7 0.2 0.1
C 1.120075 -0.178207 -0.156212 6.3 0.1 -4.0
C 2.207100 -0.097692 -0.835522 -6.5 -0.6 4.3
C -0.373584 1.460942 0.278912 -1.0 1.6 0.6
H -0.170805 -0.527985 2.298927 -0.4 0.0 -1.2
H -1.381766 -1.784643 -0.263949 -0.5 1.5 -1.0
H 3.177468 -0.080329 -1.245995 0.4 0.0 -0.3
N -0.492005 2.600395 0.148814 0.1 -0.7 0.2
O -0.638217 -0.739811 1.451561 1.0 0.8 2.3
O -1.868874 -0.008321 -1.421284 -0.9 -0.9 -0.4
```
Forces are in eV/Å.

Charges obtained by Mulliken population analysis, quoted in units of e: 1.161 -0.009 -0.751 -0.098 -0.090 0.353 0.278 0.452 -0.372 -0.523 -0.400

---

[4]
An isolated molecule of C5H3NO4 in a non-equilibrium geometry, computed with wB97M-V/def2-TZVPD.

The SMILES is Cc1noc2oc(=O)oc12. The total energy is -547.89456 a.u. For the LUMO energy, the calculation gives 0.00796 Ha. The HOMO energy is -8.900 eV. For the orbital gap, the calculation gives 0.3350 Eh. The charge is 0.

```
13
Properties=species:S:1:pos:R:3:forces:R:3
C 0.167111 -0.191240 -0.287977 3.0 8.0 -1.2
C -0.463500 0.228552 0.900990 1.6 0.2 -1.6
C 0.955239 1.152496 -0.688261 -4.2 -8.1 2.8
C 1.397272 -0.478703 -2.113930 1.2 -1.7 -2.6
C -1.498844 -0.594496 1.566806 -0.1 -0.2 2.5
N -0.074336 1.504926 1.213059 -1.4 -1.6 0.8
O 1.850289 -1.048910 -3.092630 -1.0 2.0 2.6
O 0.810336 1.986156 0.274477 1.2 1.1 -0.6
O 0.455312 -1.010511 -1.322889 -0.5 -1.4 0.4
O 1.772689 0.796616 -1.667329 0.8 1.0 -1.1
H -1.588991 -1.502436 0.954254 -0.3 0.2 0.6
H -1.381272 -0.839901 2.722970 0.3 0.4 -2.5
H -2.401305 -0.002547 1.540459 -0.6 -0.1 -0.2
```
Forces are in eV/Å.

Charges obtained by Mulliken population analysis, quoted in units of e: 0.733 0.196 0.443 0.571 -1.070 -0.440 -0.507 -0.116 -0.414 -0.268 0.303 0.284 0.285

---

[5]
A structure of composition C5H3O4 in a non-equilibrium geometry, computed with wB97M-V/def2-TZVPD.

The total energy is -493.16445 a.u. For the LUMO energy (alpha / beta), the calculation gives 0.14059 / 0.14054 Ha. The HOMO energy (alpha / beta) is -2.440 / -2.443 eV. For the orbital gap (alpha / beta), the calculation gives 0.2303 / 0.2303 Eh. The charge is -1.

```
12
Properties=species:S:1:pos:R:3:forces:R:3
C 1.573708 0.370786 0.402653 0.5 -0.8 -3.3
C 1.004961 -0.579851 -0.527925 -0.5 -0.7 -0.6
C -0.001826 -1.375628 -0.139817 -0.9 -2.7 2.1
C -0.978906 1.009773 0.842813 -0.1 0.9 -0.1
C -1.931722 0.419520 -0.191828 0.7 -1.1 0.3
O -2.779431 -0.411119 0.005835 -1.2 -0.8 0.3
O -0.577955 -2.348519 0.271241 1.2 2.4 -1.3
O 0.155336 1.409489 0.838812 0.8 0.9 2.2
O -1.610839 1.171432 -1.105697 -0.4 1.2 -1.9
H 2.367253 0.964216 -0.097798 -0.7 0.0 0.7
H 1.841147 -0.067187 1.334009 0.0 0.1 0.9
H 0.938274 -0.562908 -1.632294 0.5 0.8 0.6
```
Forces are in eV/Å.

Charges obtained by Mulliken population analysis, quoted in units of e: -0.624 -0.339 0.499 -0.209 0.870 -0.683 -0.473 -0.155 -0.629 0.301 0.223 0.219

---

[6]
A structure of composition C5H4 in a non-equilibrium geometry, computed with wB97M-V/def2-TZVPD.

The total energy is -192.60988 a.u. For the LUMO energy, the calculation gives -0.00354 Ha. The HOMO energy is -9.284 eV. For the orbital gap, the calculation gives 0.3376 Eh. The charge is 0.

```
9
Properties=species:S:1:pos:R:3:forces:R:3
C -0.997407 0.406942 -0.258760 0.5 -0.2 -0.5
C -0.411000 -0.930045 -0.247274 -0.1 0.2 -0.7
C 0.335319 0.983311 -0.118716 -0.2 0.0 -0.6
C 0.886794 -0.325423 -0.286628 4.1 -1.7 1.9
C -0.156557 -0.015616 1.021432 -0.3 0.1 1.2
H -1.989180 0.798299 -0.308771 -0.3 0.1 0.2
H -0.797154 -1.925916 -0.287006 0.0 -0.1 0.3
H 0.728622 1.970518 -0.007291 0.0 0.1 0.3
H 2.400564 -0.962069 0.493013 -3.8 1.6 -2.1
```
Forces are in eV/Å.

Charges obtained by Mulliken population analysis, quoted in units of e: -0.034 -0.267 -0.284 -0.146 -0.701 0.367 0.416 0.410 0.239

---

[7]
A structure of composition C5H4 in a non-equilibrium geometry, computed with wB97M-V/def2-TZVPD.

The total energy is -192.63180 a.u. For the LUMO energy, the calculation gives -0.00892 Ha. The HOMO energy is -9.305 eV. For the orbital gap, the calculation gives 0.3331 Eh. The charge is 0.

```
9
Properties=species:S:1:pos:R:3:forces:R:3
C 1.191320 0.087780 -0.074986 0.3 0.5 0.9
C -0.282554 -1.596776 -0.062311 -0.4 -1.9 1.0
C -1.109259 0.264932 -0.050857 1.5 2.3 1.3
C 0.085396 -0.461802 -0.857853 -2.0 2.3 0.0
C 0.023560 -0.391327 0.778481 -0.4 -1.5 -1.0
H 2.182951 -0.326048 -0.068080 -0.1 -0.8 0.2
H 1.230095 1.117932 0.050959 0.3 2.1 -0.5
H -2.116575 -0.091442 0.046083 -0.1 -1.0 -0.4
H -1.204930 1.396753 0.238566 1.0 -1.9 -1.5
```
Forces are in eV/Å.

Charges obtained by Mulliken population analysis, quoted in units of e: -0.356 -0.421 -0.471 0.251 0.043 0.252 0.203 0.279 0.220

---

[8]
A cluster of 2 separate species, C5H4 in total in a non-equilibrium geometry, computed with wB97M-V/def2-TZVPD.

The total energy is -192.52926 a.u. For the LUMO energy (alpha / beta), the calculation gives -0.06691 / -0.06696 Ha. The HOMO energy (alpha / beta) is -9.100 / -9.104 eV. For the orbital gap (alpha / beta), the calculation gives 0.2675 / 0.2676 Eh. The charge is 0.

```
9
Properties=species:S:1:pos:R:3:forces:R:3
C -0.342193 -0.805458 0.591949 0.1 -0.5 0.4
C -0.420171 0.192871 -0.179465 0.2 -0.3 -0.2
C -0.447460 1.061236 -1.122490 -0.4 1.1 -0.5
C -0.605953 1.997506 -2.010188 4.2 -0.6 0.1
C 0.652373 -2.662057 2.706944 -0.6 2.6 0.3
H 0.255406 2.466358 -2.572580 -1.0 -0.7 0.9
H -1.536238 2.288121 -2.270828 -3.0 0.9 -0.8
H 0.884851 -1.515306 2.585590 -0.5 -1.6 0.6
H 1.559384 -3.023272 2.271068 1.1 -0.8 -0.8
```
Forces are in eV/Å.

Charges obtained by Mulliken population analysis, quoted in units of e: -0.274 0.156 0.481 -0.909 -0.245 0.230 0.297 0.113 0.151

---

[9]
A cluster of 14 separate species, C5H40N2O13 in total in a non-equilibrium geometry, computed with wB97M-V/def2-TZVPD.

The total energy is -1302.19044 a.u. For the LUMO energy, the calculation gives 0.00226 Ha. The HOMO energy is -9.466 eV. For the orbital gap, the calculation gives 0.3501 Eh. The charge is 0.

```
60
Properties=species:S:1:pos:R:3:forces:R:3
C -3.076655 -0.039312 1.230754 -0.3 0.1 0.4
N -1.626733 0.181771 1.224547 0.3 -0.3 -0.3
C -1.047185 0.317117 -0.142013 -0.3 1.0 0.5
C 0.440023 0.622477 0.017023 0.4 -0.7 0.2
C 1.324607 0.052233 -1.099840 0.6 0.7 0.5
N 1.669167 -1.355192 -0.966090 -1.0 -0.8 -0.6
C -1.731105 1.413870 -0.961850 -0.4 -0.2 -0.5
H -3.390556 -0.416816 2.219167 0.1 0.3 -0.3
H -3.640271 0.872136 0.998257 0.0 -0.2 0.1
H -3.374658 -0.801049 0.500088 0.3 0.2 0.0
H -1.364367 1.019332 1.752356 -0.3 -0.3 -0.1
H -1.230119 -0.633095 -0.637903 0.2 -0.3 -0.1
H 0.600279 1.696972 0.084842 -0.1 0.2 0.1
H 0.788181 0.170498 0.969321 0.0 0.3 -0.4
H 0.915498 0.294424 -2.073671 -0.4 -0.5 -0.3
H 2.261385 0.617941 -1.144742 0.0 0.1 0.4
H 0.863216 -1.945908 -1.213549 0.5 0.3 0.0
H 1.853194 -1.615783 -0.005324 0.1 0.3 0.2
H -2.763404 1.138275 -1.220240 0.2 0.0 0.1
H -1.224168 1.564745 -1.924434 0.0 -0.1 0.2
H -1.767860 2.378341 -0.444199 0.2 -0.1 0.1
H -2.526208 -3.927460 -1.547841 -1.1 0.2 -0.6
H -3.839135 -3.148881 -1.981599 0.1 -0.1 0.3
O -3.315423 -3.949154 -2.156497 0.6 -0.5 0.4
H -0.928805 -1.392427 1.626444 -0.2 0.2 -0.1
H -1.064963 -2.773350 2.367333 0.0 0.0 -0.1
O -0.619780 -2.348387 1.623148 -0.1 0.0 0.2
H -0.817596 -3.053284 0.043923 -0.3 -0.2 -0.7
H -0.381051 -4.244661 -0.810260 0.0 0.0 -0.2
O -0.908131 -3.438305 -0.877176 0.4 0.1 1.0
H 2.376050 0.952870 3.595886 -0.9 -0.3 0.2
H 0.820944 0.749345 3.481569 0.2 0.2 -0.1
O 1.627805 0.360962 3.838463 0.6 0.0 0.3
H -2.445415 -2.910459 -3.378827 0.3 -0.1 0.1
H -1.159510 -2.344630 -2.761766 0.1 -0.2 0.1
O -1.802055 -2.170403 -3.458090 -0.1 0.0 -0.2
H 2.057073 4.320974 -0.535803 0.1 -0.1 0.0
H 1.978114 3.592469 -1.879432 0.2 0.0 0.1
O 2.598269 3.813733 -1.171758 -0.3 -0.1 -0.1
H -4.629137 -0.925365 -2.661553 0.0 0.1 0.0
H -3.138151 -1.298153 -2.551817 -0.2 0.0 0.1
O -3.986099 -1.317623 -2.062703 0.0 0.3 0.0
H 0.976122 4.250317 1.497195 0.0 0.4 -0.2
H 1.441340 5.713747 1.309544 0.0 0.0 -0.1
O 1.098450 4.959000 0.822147 -0.1 -0.2 0.3
H 0.946576 3.377801 3.669061 0.1 -0.1 0.0
H 1.766821 2.570624 2.584181 -0.2 0.3 0.2
O 0.912658 3.042558 2.767734 -0.1 -0.3 -0.2
H 3.782616 -0.385616 0.212023 -0.2 -0.3 0.1
H 3.350702 -1.059811 1.596271 0.0 0.0 -0.7
O 3.929781 -0.385712 1.164784 0.2 0.1 0.5
H -1.075931 -0.212378 -5.698424 0.0 0.0 0.1
H -1.703800 -0.673769 -4.375579 0.2 0.3 -0.4
O -1.497338 0.125388 -4.901677 -0.1 -0.1 0.1
H 3.539562 1.005639 1.895331 -0.1 1.1 0.0
H 3.620301 2.575781 1.640102 0.1 -0.1 0.0
O 3.320214 1.930498 2.292644 0.2 -0.8 -0.4
H 1.949013 -1.216552 3.025935 -0.4 -0.1 0.0
H 1.104604 -2.149099 2.064506 0.6 0.3 0.3
O 2.021185 -1.913212 2.345901 -0.1 -0.4 -0.2
```
Forces are in eV/Å.

Charges obtained by Mulliken population analysis, quoted in units of e: -0.975 -0.365 1.282 1.345 -1.190 -0.545 -1.860 0.360 0.362 0.296 0.215 -0.632 -0.065 -0.453 0.410 0.201 0.298 0.278 0.386 0.410 0.392 0.434 0.414 -0.831 0.520 0.269 -0.795 0.440 0.290 -0.746 0.397 0.319 -0.721 0.388 0.314 -0.819 0.384 0.298 -0.650 0.303 0.388 -0.636 0.397 0.283 -0.720 0.326 0.448 -0.751 0.352 0.412 -0.748 0.306 0.408 -0.654 0.455 0.286 -0.869 0.464 0.306 -0.811

---

[10]
A structure of composition C5H41N2O13 in a non-equilibrium geometry, computed with wB97M-V/def2-TZVPD.

The total energy is -1302.54194 a.u. For the LUMO energy, the calculation gives -0.08442 Ha. The HOMO energy is -11.647 eV. For the orbital gap, the calculation gives 0.3436 Eh. The charge is +1.

```
61
Properties=species:S:1:pos:R:3:forces:R:3
C -0.906581 1.092565 2.138115 0.1 0.0 -0.1
C -1.143820 -0.061960 1.206797 -0.2 -0.5 -0.4
C 0.035446 -1.011298 1.093741 0.4 0.0 0.6
C 1.290034 -0.331583 0.528923 -0.5 -0.3 -0.5
C 1.850373 -1.093128 -0.664925 -0.4 0.5 -1.1
N 2.292389 -2.421661 -0.242054 -2.1 0.3 -7.7
N -0.529732 0.557285 3.479274 0.0 0.6 0.3
H -1.754177 1.751031 2.214787 -0.5 0.1 0.2
H -0.076614 1.708690 1.831166 0.4 0.2 -0.2
H -1.392212 0.301643 0.217811 0.1 0.4 -0.2
H -2.040196 -0.610641 1.479631 -0.2 -0.1 0.4
H 0.274453 -1.445899 2.067227 -0.2 0.0 -0.1
H -0.229829 -1.880587 0.506024 -0.2 0.1 -0.3
H 2.067475 -0.282195 1.262262 0.3 0.3 0.6
H 1.057896 0.692705 0.247911 0.1 0.1 -0.2
H 1.109009 -1.136838 -1.473751 -0.1 -0.1 0.1
H 2.687642 -0.548749 -1.097648 0.2 0.0 0.1
H 2.996513 -2.815749 -0.845370 0.1 0.0 -0.1
H 1.493896 -3.060123 -0.228997 0.0 0.0 -0.5
H -1.204011 -0.113585 3.829235 -0.2 -0.4 -0.1
H -0.488729 1.292853 4.188559 0.2 0.0 -0.2
H 0.405355 0.077123 3.414200 0.0 -0.2 0.5
H -3.613807 2.443136 -3.995321 0.3 -0.1 0.4
H -2.658494 1.401884 -3.320032 -0.1 0.1 -0.1
O -3.085062 2.273818 -3.199496 -0.3 0.1 -0.2
H 1.349774 1.627852 -2.125062 0.2 0.1 -0.1
H 0.916683 1.922845 -3.605342 -0.2 -0.3 0.7
O 0.608421 1.494285 -2.781205 0.2 0.2 -0.5
H 1.990088 -1.568428 2.992046 0.4 -0.4 0.0
H 2.366205 -0.916239 4.362792 -0.2 0.0 -0.2
O 1.630951 -1.025987 3.744385 0.1 0.4 0.3
H -0.943997 -3.723332 -0.277763 -0.4 0.0 -0.1
H -0.576818 -3.289693 -1.707975 -0.1 0.0 -0.1
O -0.250542 -3.792975 -0.958716 0.6 -0.1 0.0
H -2.801987 -2.536293 0.075604 0.2 -0.5 0.4
H -3.097313 -3.989135 0.524031 0.2 0.1 0.1
O -2.421717 -3.299474 0.598881 -0.6 0.4 -0.4
H -0.703938 0.362189 -3.064412 0.0 -0.1 -0.3
H -1.443832 -0.498379 -4.154129 0.2 -0.1 -0.2
O -1.558642 -0.045931 -3.317439 -0.2 -0.1 0.5
H 0.926286 4.606632 0.376931 0.0 0.0 0.1
H -0.040252 3.499449 -0.097631 0.2 0.2 0.2
O 0.769708 3.658566 0.443880 -0.3 0.0 -0.3
H -2.878888 -1.087021 -1.696562 0.0 0.0 -0.1
H -3.490398 -0.298992 -0.540685 0.0 -0.1 0.0
O -3.412691 -1.208714 -0.901300 0.2 0.0 0.0
H 4.115615 -0.204028 0.607644 0.1 -0.2 0.1
H 5.196356 0.856255 0.400898 0.5 0.1 0.0
O 4.253220 0.739037 0.486874 -0.4 0.1 0.0
H 2.414496 -3.440670 1.848736 0.2 0.1 0.3
H 2.481493 -2.269196 0.851458 0.8 0.0 0.0
O 2.696872 -2.520464 1.779536 1.2 -0.8 8.6
H 3.120262 1.712438 -0.622321 -0.6 0.7 -0.4
H 2.011629 2.873841 -0.591974 0.3 -0.3 0.1
O 2.516444 2.272301 -1.181619 0.4 -0.5 0.4
H -4.161455 1.722594 -0.770861 0.5 -0.3 0.7
H -2.680402 1.858253 -0.418754 -0.5 -0.3 0.2
O -3.507195 1.420814 -0.096898 -0.2 0.7 -1.0
H -0.651765 2.316854 -1.798227 -0.4 0.4 0.5
H -1.910026 3.173979 -1.828243 -0.2 0.1 -0.1
O -1.269845 2.818051 -1.194623 0.6 -0.5 -0.4
```
Forces are in eV/Å.

Charges obtained by Mulliken population analysis, quoted in units of e: -1.043 0.268 -0.101 0.437 -1.399 -0.162 0.014 0.473 0.356 -0.589 0.555 0.699 -0.648 0.579 -0.430 0.144 0.651 0.281 0.358 0.385 0.436 0.146 0.298 0.376 -0.634 0.330 0.249 -0.637 0.262 0.317 -0.708 0.373 0.290 -0.716 0.439 0.319 -0.706 0.360 0.269 -0.629 0.318 0.430 -0.708 0.282 0.341 -0.707 0.309 0.275 -0.609 0.282 0.494 -0.885 0.304 0.448 -0.796 0.352 0.437 -0.713 0.426 0.304 -0.844

---

Calculated relative energy (zero: lowest compared OMol25 entry of this formula, charge and spin) in order - 54.4; 35.6; 74.6; 41.6; 73.8; 115.6; 101.9; 166.2; 7.0; 63.2 kcal per mole